{
  "formula": "C6H6O2Tl",
  "method": "wB97M-V/def2-TZVPD",
  "lumo_energy_ev": [-5.516, -5.625],
  "charge": 1,
  "de_lowest_ev": 6.996,
  "multiplicity": 1,
  "species": ["Tl", "O", "O", "C", "C", "C", "C", "C", "C", "H", "H", "H", "H", "H", "H"],
  "coordinates": [[3.39, 0.70, -0.63], [1.47, 1.85, -0.06], [2.51, -0.99, 0.55], [-1.07, 1.02, -0.15], [0.56, 1.40, 0.55], [1.32, -1.19, 0.69], [-2.12, 0.90, 0.68], [0.25, -0.50, -0.08], [-0.24, -1.31, -1.06], [-2.07, 0.27, 1.57], [0.96, -2.07, 1.28], [-0.19, -2.39, -0.97], [-2.93, 1.63, 0.64], [-1.10, 1.61, -1.06], [-0.74, -0.94, -1.95]]
}

{
  "formula": "C42H40IrN2O6P2",
  "method": "wB97M-V/def2-TZVPD",
  "lumo_energy_ev": [-6.013, -9.390],
  "charge": 2,
  "de_lowest_ev": 3.027,
  "multiplicity": 6,
  "species": ["Ir", "P", "P", "O", "O", "O", "O", "O", "O", "N", "N", "C", "C", "C", "C", "C", "C", "C", "C", "C", "C", "C", "C", "C", "C", "C", "C", "C", "C", "C", "C", "C", "C", "C", "C", "C", "C", "C", "C", "C", "C", "C", "C", "C", "C", "C", "C", "C", "C", "C", "C", "C", "C", "H", "H", "H", "H", "H", "H", "H", "H", "H", "H", "H", "H", "H", "H", "H", "H", "H", "H", "H", "H", "H", "H", "H", "H", "H", "H", "H", "H", "H", "H", "H", "H", "H", "H", "H", "H", "H", "H", "H", "H"],
  "coordinates": [[-0.56, 1.91, -3.01], [-1.39, 2.68, -0.67], [1.57, 1.22, -2.47], [-0.66, -6.42, 1.63], [3.24, -2.69, 4.86], [0.78, -0.71, -0.47], [-0.86, -2.24, -0.91], [0.57, -6.53, 3.42], [3.23, -0.83, 3.63], [0.14, -5.90, 2.43], [2.87, -2.03, 3.86], [0.04, -2.48, -3.93], [0.08, -3.83, 1.14], [1.14, 3.16, -5.30], [-4.29, 3.33, -1.40], [-2.55, 2.16, -4.89], [-0.01, 4.16, -5.13], [2.57, -1.19, -4.17], [5.90, 0.47, -1.42], [-0.32, 1.16, -4.85], [0.21, 3.53, -1.39], [-1.54, 3.93, 0.64], [1.34, 2.97, -1.96], [3.56, 0.01, -1.14], [-1.96, 3.02, -3.83], [-0.34, 4.20, 1.34], [0.59, -4.56, 2.23], [-5.54, 2.88, -1.85], [0.09, -1.76, -0.27], [-1.44, 1.58, -5.75], [1.96, -2.65, 2.92], [4.28, 1.94, -2.48], [-5.76, 1.58, -2.27], [1.53, -0.71, -3.39], [0.99, -2.93, -4.87], [1.52, -3.97, 3.11], [4.87, -0.29, -0.85], [-2.78, 5.13, 2.32], [-1.37, 1.26, 0.40], [0.97, 1.82, -4.70], [-2.76, 4.38, 1.14], [1.47, -1.91, 1.83], [2.23, -2.29, -4.98], [0.29, -1.30, -3.27], [-1.59, 5.38, 3.03], [3.27, 1.09, -1.99], [-3.43, 1.13, -1.72], [0.55, -2.52, 0.96], [5.60, 1.59, -2.21], [-3.21, 2.45, -1.31], [-0.36, 4.92, 2.53], [-0.86, 3.89, -3.96], [-4.67, 0.73, -2.22], [-2.72, 3.48, -3.19], [3.59, -0.75, -4.17], [-3.69, 4.13, 0.63], [-2.58, 0.45, -1.72], [-0.60, -4.26, 0.41], [-2.16, 1.46, 1.12], [0.64, 3.86, 0.98], [-4.82, -0.26, -2.60], [2.13, 3.60, -2.38], [0.74, -3.79, -5.52], [1.83, 1.14, -4.99], [-0.48, -0.81, -2.67], [-0.21, 0.08, -4.98], [1.28, 3.05, -6.38], [-1.07, 2.25, -6.53], [-1.60, 5.91, 3.99], [-1.60, 0.28, -0.16], [-0.91, -3.03, -3.76], [0.59, 5.09, 3.05], [-0.39, 1.09, 0.82], [3.00, -2.67, -5.66], [-0.85, 4.75, -3.28], [1.83, -0.91, 1.62], [6.41, 2.21, -2.60], [1.84, -4.52, 3.98], [-1.89, 0.69, -6.19], [6.94, 0.20, -1.19], [-4.16, 4.37, -1.14], [-3.34, 2.72, -5.39], [5.06, -1.12, -0.16], [-3.00, 1.31, -4.33], [2.01, 3.62, -4.84], [-0.60, 4.26, -6.07], [0.24, 4.61, -1.15], [-6.73, 1.25, -2.68], [0.48, 5.14, -4.97], [-6.37, 3.58, -1.92], [2.72, -0.57, -0.75], [-3.74, 5.48, 2.70], [4.03, 2.82, -3.07]]
}

{
  "formula": "C2H5BrOPd",
  "method": "wB97M-V/def2-TZVPD",
  "lumo_energy_ev": [-0.400, -3.672],
  "charge": 0,
  "de_lowest_ev": 3.428,
  "multiplicity": 3,
  "species": ["Pd", "Br", "O", "C", "C", "H", "H", "H", "H", "H"],
  "coordinates": [[0.26, 4.48, -0.31], [-3.77, 3.93, -2.64], [1.75, 0.19, 0.14], [0.96, -0.75, 0.79], [-0.04, -1.38, -0.09], [-0.63, -0.71, -0.71], [0.29, -0.29, 1.51], [-0.78, -1.87, 0.54], [0.48, -2.15, -0.68], [1.47, -1.45, 1.45]]
}

{
  "formula": "C15H13N4O2ReS4Sb",
  "method": "wB97M-V/def2-TZVPD",
  "lumo_energy_ev": -12.107,
  "charge": 3,
  "de_lowest_ev": 3.693,
  "multiplicity": 1,
  "species": ["Re", "Sb", "S", "S", "S", "S", "O", "O", "N", "N", "N", "N", "C", "C", "C", "C", "C", "C", "C", "C", "C", "C", "C", "C", "C", "C", "C", "H", "H", "H", "H", "H", "H", "H", "H", "H", "H", "H", "H", "H"],
  "coordinates": [[-1.57, 0.54, -0.09], [-3.89, 4.55, -1.44], [-3.57, 0.52, 0.42], [-3.48, 5.56, 0.40], [-4.48, 3.64, -3.29], [-1.23, 2.41, -1.02], [-0.11, -2.59, 2.00], [-1.63, -0.69, -1.72], [-0.94, 0.70, 1.90], [-0.90, -1.45, 0.14], [0.78, 0.62, -0.06], [1.29, 0.70, 1.07], [-0.44, -2.63, 0.87], [-1.20, -1.75, -1.09], [3.05, 0.77, -0.94], [-1.75, 0.63, 2.99], [2.05, 0.48, -3.53], [1.67, 0.63, -1.16], [3.91, 0.76, -2.02], [3.41, 0.62, -3.31], [0.40, 0.69, 2.14], [1.17, 0.48, -2.46], [-0.48, -3.76, -0.15], [-1.28, 0.58, 4.27], [0.94, 0.66, 3.41], [-1.01, -3.16, -1.47], [0.10, 0.59, 4.50], [2.02, 0.66, 3.50], [-1.12, -4.56, 0.24], [0.49, 0.55, 5.50], [-0.31, -3.24, -2.31], [1.67, 0.37, -4.54], [4.97, 0.88, -1.85], [-2.82, 0.62, 2.81], [-1.95, -3.59, -1.81], [0.12, 0.37, -2.65], [4.10, 0.61, -4.15], [3.44, 0.88, 0.06], [0.53, -4.18, -0.24], [-1.98, 0.54, 5.09]]
}

{
  "formula": "C2H3NP2",
  "method": "wB97M-V/def2-TZVPD",
  "lumo_energy_ev": -0.819,
  "smiles": "C1=NC=P#[PH]1",
  "charge": 0,
  "de_lowest_ev": 0.797,
  "multiplicity": 1,
  "species": ["P", "P", "N", "C", "C", "H", "H", "H"],
  "coordinates": [[-0.25, -1.54, 0.87], [-0.39, -0.83, -1.13], [0.11, 1.11, 0.55], [-0.03, 0.86, -0.77], [0.14, 0.11, 1.38], [-0.16, 1.69, -1.33], [0.40, -1.68, -2.06], [0.18, 0.28, 2.49]]
}

{
  "formula": "C5H16N3",
  "method": "wB97M-V/def2-TZVPD",
  "lumo_energy_ev": -3.444,
  "charge": 1,
  "de_lowest_ev": 2.294,
  "multiplicity": 1,
  "species": ["N", "N", "N", "C", "C", "C", "C", "C", "H", "H", "H", "H", "H", "H", "H", "H", "H", "H", "H", "H", "H", "H", "H", "H"],
  "coordinates": [[0.10, -1.21, -0.15], [-1.67, -1.19, 1.56], [-2.20, -1.64, -0.86], [1.18, -1.08, 0.90], [-0.33, 2.84, -1.37], [2.57, -1.13, 0.27], [-0.15, 2.02, -0.05], [-1.27, -1.25, 0.19], [-0.87, 1.43, 0.21], [0.01, 2.61, 0.85], [2.78, -0.47, -0.51], [-0.88, 2.25, -2.11], [-0.85, 3.75, -1.24], [0.78, 1.40, -0.22], [2.83, -2.13, -0.07], [3.47, -0.84, 0.90], [-2.63, -1.13, 1.84], [-0.98, -0.91, 2.29], [-3.14, -1.61, -0.79], [1.07, -1.81, 1.59], [1.11, -0.17, 1.33], [-1.93, -1.33, -1.71], [0.55, 3.16, -1.83], [0.45, -1.58, -1.03]]
}

{
  "formula": "C3H3NO3",
  "method": "wB97M-V/def2-TZVPD",
  "lumo_energy_ev": 0.580,
  "smiles": "CC#[N+][O-].O=C=O",
  "charge": 0,
  "de_lowest_ev": 2.446,
  "multiplicity": 1,
  "species": ["O", "O", "O", "N", "C", "C", "C", "H", "H", "H"],
  "coordinates": [[-1.64, 0.25, -1.10], [-1.13, 0.36, 1.88], [-3.54, 0.64, 0.19], [-0.13, 0.12, 1.23], [1.86, -0.37, -0.40], [-2.58, 0.44, -0.43], [0.79, -0.11, 0.57], [1.94, -1.44, -0.60], [1.64, 0.14, -1.33], [2.81, -0.01, 0.00]]
}

{
  "formula": "C23H55N9O9",
  "method": "wB97M-V/def2-TZVPD",
  "lumo_energy_ev": 0.481,
  "smiles": "CNC(C)=O.CNC(C)=O.CNC(C)=O.CNC(C)=O.CNC(C)=O.CC(N)=O.CC(N)=O.CC(N)=O.CC(N)=O",
  "charge": 0,
  "multiplicity": 1,
  "species": ["O", "O", "O", "O", "O", "O", "O", "O", "O", "N", "N", "N", "N", "N", "N", "N", "N", "N", "C", "C", "C", "C", "C", "C", "C", "C", "C", "C", "C", "C", "C", "C", "C", "C", "C", "C", "C", "C", "C", "C", "C", "H", "H", "H", "H", "H", "H", "H", "H", "H", "H", "H", "H", "H", "H", "H", "H", "H", "H", "H", "H", "H", "H", "H", "H", "H", "H", "H", "H", "H", "H", "H", "H", "H", "H", "H", "H", "H", "H", "H", "H", "H", "H", "H", "H", "H", "H", "H", "H", "H", "H", "H", "H", "H", "H", "H"],
  "coordinates": [[-5.00, -3.33, 1.00], [-0.64, -2.70, 1.10], [1.22, -4.25, -1.81], [3.18, 5.98, 0.79], [2.70, -1.66, -5.48], [2.95, 1.84, 1.56], [-2.95, -1.58, 3.80], [-0.87, 2.34, 2.28], [2.30, 3.49, -4.13], [-0.81, 0.11, 2.01], [-1.98, -3.47, -0.58], [3.33, 0.51, -5.05], [1.47, 5.02, 1.91], [-4.41, -1.15, 1.14], [-1.47, -2.07, 5.48], [1.93, 4.72, -2.25], [2.45, -0.15, 2.46], [1.25, -3.89, -4.07], [-1.88, -4.73, 1.48], [0.97, 0.08, -5.36], [-1.45, -2.46, -1.55], [2.82, -2.68, -2.59], [1.66, -3.63, -2.76], [2.59, 1.84, 3.86], [-0.69, -0.84, 5.54], [2.72, 1.18, 2.53], [2.41, -0.48, -5.31], [-1.44, -3.53, 0.67], [-0.60, 1.35, 1.60], [-5.20, -1.99, -0.94], [-2.56, -2.31, 4.71], [0.25, -4.89, -4.24], [-4.43, 0.23, 0.62], [-4.84, -2.21, 0.49], [1.92, 7.31, 2.28], [0.07, 1.58, 0.23], [0.62, 5.22, -2.60], [2.30, 6.05, 1.64], [2.70, 3.94, -3.07], [4.09, 3.67, -2.57], [-3.21, -3.60, 4.91], [2.23, -0.72, 3.27], [0.09, -0.81, 4.79], [0.75, 0.27, -6.42], [-1.42, -0.05, 5.40], [4.32, 0.32, -5.09], [-1.54, -1.39, -1.18], [0.85, 7.57, 2.13], [2.42, 5.12, -1.44], [0.52, 5.78, -3.47], [-4.16, -1.36, 2.10], [-0.62, -0.67, 1.41], [1.69, 4.14, 1.52], [3.05, 1.14, 4.58], [3.10, 1.48, -4.81], [-1.28, -2.76, 6.14], [-2.62, -4.22, 5.58], [-3.28, -4.14, 3.96], [-2.18, -2.48, -2.39], [-0.56, 2.25, -0.42], [-1.28, -0.15, 2.89], [-4.28, -3.53, 5.26], [0.42, -5.56, -5.10], [-5.37, 0.67, 0.49], [-6.18, -1.49, -1.04], [2.38, -0.63, 1.55], [4.23, 2.60, -2.56], [0.27, -0.69, -5.11], [-0.48, -2.63, -2.02], [-0.75, -4.55, -4.36], [0.73, 1.03, -4.84], [1.56, 1.98, 4.03], [2.46, -2.00, -1.71], [-0.01, 4.36, -2.79], [3.15, -2.17, -3.47], [2.61, 8.00, 1.88], [2.03, 7.24, 3.36], [4.38, 4.18, -1.58], [0.16, -5.56, -3.38], [-2.54, -4.25, -0.94], [-2.01, -5.58, 0.88], [3.13, 2.76, 3.81], [-3.96, 0.26, -0.34], [1.78, -3.49, -4.82], [4.83, 3.98, -3.34], [3.68, -3.29, -2.28], [-4.57, -1.25, -1.47], [0.17, 5.76, -1.73], [-3.80, 0.76, 1.30], [-5.18, -2.97, -1.40], [-0.22, -0.69, 6.49], [-1.27, -4.89, 2.35], [0.35, 0.68, -0.26], [-2.83, -4.44, 1.92], [0.65, 5.07, 2.47], [0.96, 2.19, 0.47]]
}